A gas-phase ion, C6H12NO2 (charge +1), computed with the ωB97M-V functional and the def2-TZVPD basis.

```
21
Properties=species:S:1:pos:R:3:forces:R:3
H 0.5902 2.0618 -1.5697 0.839 -0.518 0.483
H 1.0626 2.4854 1.3522 0.358 1.238 0.770
C 0.6808 1.8656 0.5958 1.862 -2.304 -0.383
C 0.7764 -0.7118 0.3249 1.011 -0.740 -1.900
C -1.5139 -1.3213 0.0118 -0.408 -1.385 -0.978
H 2.1056 1.2207 -0.9693 0.109 0.128 -0.181
O -2.6923 -1.1597 -0.5473 -1.167 -0.098 0.444
H 0.7169 -1.6983 0.7373 0.130 -0.331 0.892
H -0.0931 -0.8677 -1.6486 -0.610 -0.394 0.631
C 1.3850 2.0085 -0.7720 -0.858 1.543 -0.567
C 0.6454 0.4579 1.3080 3.268 0.152 -2.485
H -0.3370 1.9790 0.5284 -2.553 1.347 -0.367
H 1.7276 -0.6980 -0.2751 -0.983 0.336 0.663
C -2.3036 -2.5477 -0.2388 1.366 -1.100 0.249
O -0.3699 0.3277 2.0950 -1.565 -0.772 1.585
H 1.8776 3.0166 -0.9282 -0.312 -1.255 0.580
H -2.1388 -3.1533 -1.1514 -0.067 0.596 0.508
H -0.7397 0.3922 -0.5804 1.248 -2.999 -1.043
H -2.6513 -3.1730 0.6321 -0.290 1.433 -0.880
N -0.3786 -0.7058 -0.6589 -0.893 4.631 1.115
H 1.6500 0.2213 1.7542 -0.484 0.492 0.864
```
Positions in Å, forces in eV/Å.

The value obtained for the energy is -440.54044 Eh. As for the energy above the lowest of the compared OMol25 structures with the same formula, charge and spin: 6.5984 eV. The largest force on an atom comes out at 4.85 eV/A. As for the total charge: +1. The HOMO-LUMO gap (spin up / spin down) comes out at 9.41 / 7.84 eV.

A molecular structure, C8H10ClNNdO4, computed with the ωB97M-V functional and the def2-TZVPD basis.

```
25
Properties=species:S:1:pos:R:3:forces:R:3
H 0.3302 -0.9391 -2.7149 -0.089 0.101 0.538
C 0.0488 -1.3949 -1.7636 -0.224 -0.802 0.326
O 0.0236 0.0554 2.6837 -0.017 0.044 3.165
H -1.7458 1.8782 -1.6868 -0.008 0.451 0.176
Nd -0.0437 0.0204 0.5350 0.330 2.041 -2.341
C 0.7972 2.6140 -2.5670 -0.838 -0.664 1.077
C -0.9921 1.9692 -0.9080 -0.219 -1.374 0.823
C -1.2228 -2.2867 -0.0462 0.447 -0.344 -0.536
C -1.2845 -1.5460 -1.2692 0.580 -0.605 -0.023
H 0.5318 -3.1836 1.0518 -0.153 0.313 -0.250
H -1.2903 2.4522 0.0376 0.109 0.278 -0.491
H -2.1913 -1.2099 -1.7755 0.393 -0.008 0.286
C 0.9398 -2.0298 -0.8414 -0.839 -0.371 -0.297
H 2.0206 -2.1254 -0.9658 -0.410 0.140 0.134
H 1.8471 2.6169 -2.8442 -0.146 -0.094 -0.151
N 1.3759 1.5360 -0.4360 -1.103 0.432 -0.226
O -1.1835 0.6945 4.6303 0.503 -0.312 0.042
H -2.0793 -2.6125 0.5479 0.350 0.190 -0.140
O 1.2040 0.6894 4.6456 -0.571 -0.348 0.043
C 0.1532 -2.5895 0.2172 -0.272 -0.166 -0.545
H 2.3323 1.7098 -0.7442 -0.466 0.019 -0.050
H 0.0224 2.9435 -3.2516 0.274 0.240 -0.050
Cl 0.0118 0.0143 4.2268 0.072 0.057 -1.123
O 0.0051 -1.3749 4.5841 0.001 0.601 0.055
C 0.3895 2.0984 -1.3456 2.294 0.183 -0.443
```
Positions in Å, forces in eV/Å.

The value obtained for the energy is -1687.94022 Eh. The spin multiplicity is 4. The largest force on an atom comes out at 3.17 eV/A. As for the total charge: -1. The HOMO-LUMO gap (spin up / spin down) comes out at 5.85 / 5.87 eV.

C16H17N3O5 in the gas phase, computed with the ωB97M-V functional and the def2-TZVPD basis.

```
41
Properties=species:S:1:pos:R:3:forces:R:3
H 3.2367 -1.2951 2.1869 -0.236 -0.004 -0.074
N -1.5790 -1.6944 -0.6920 0.468 0.783 0.830
H 1.3764 3.5475 3.9010 0.010 0.046 0.103
O -0.4097 1.0880 1.1450 -0.456 0.166 0.019
C 0.9329 3.6201 2.9128 0.154 -0.233 -0.094
C -1.7763 -4.7851 -2.5221 -0.040 0.127 0.047
H 1.3376 3.4381 0.0274 -0.087 -0.127 -0.011
C -2.3858 1.3873 -2.5031 -0.013 0.036 -0.065
H 0.5524 -4.1800 -0.6368 0.127 -0.171 -0.008
C 0.0043 1.9000 0.3218 0.127 0.127 -0.151
H -1.9316 -5.6943 -1.9443 -0.048 -0.043 -0.016
O 2.1099 0.3397 1.6871 0.109 -0.094 -0.313
H -0.0429 -0.6341 0.9296 0.188 -0.090 -0.019
C -1.7814 1.3397 -1.2618 0.147 0.109 0.212
N 1.0499 2.6892 0.6346 0.193 0.130 -0.042
C -0.6113 2.7849 -3.3103 0.078 0.102 -0.088
H -1.0114 -4.9846 -3.2701 -0.015 -0.017 -0.061
O 1.1081 0.9345 3.6156 0.059 0.088 -0.023
N 0.3199 -1.5509 0.6545 -0.410 0.412 0.045
C -0.0006 2.7403 -2.0709 -0.044 -0.070 0.126
H -2.2112 0.7596 -0.4608 -0.019 -0.002 0.013
H -3.3064 0.8499 -2.6696 -0.088 -0.059 -0.013
H -0.1510 3.3422 -4.1131 0.036 0.032 -0.052
H -2.7037 -4.5119 -3.0178 -0.048 -0.058 -0.068
H 0.9422 3.2519 -1.9389 0.082 0.032 -0.005
O 2.0143 -3.0565 0.8728 0.112 -0.214 0.033
H -0.1214 3.3687 2.9926 -0.080 -0.001 0.019
O -2.1297 -2.5872 -1.5532 -0.106 -0.724 -0.450
C 2.1816 -1.0175 2.1069 0.145 -0.394 0.375
C -1.3483 -3.6783 -1.6315 0.615 0.131 0.468
H -2.2726 2.1534 -4.5011 -0.039 -0.001 -0.075
H 1.0358 4.6380 2.5441 0.022 0.071 -0.043
C -0.4665 -2.2329 -0.2454 -0.526 -0.622 -0.680
C 1.5101 1.2088 2.5207 0.374 0.262 0.384
H 2.6886 2.8630 1.8834 -0.133 -0.085 0.017
C -0.2645 -3.5172 -0.8185 -0.451 0.021 -0.299
C 1.5080 -1.9886 1.1348 0.238 0.470 0.181
H 1.7047 -1.1119 3.0916 0.130 -0.051 -0.200
C -0.5861 2.0197 -1.0310 -0.308 -0.068 -0.349
C -1.8044 2.1137 -3.5286 -0.003 -0.018 0.023
C 1.6185 2.6377 1.9669 -0.262 0.001 0.305
```
Positions in Å, forces in eV/Å.

The value obtained for the energy is -1160.39552 Eh. As for the energy above the lowest of the compared OMol25 structures with the same formula, charge and spin: 2.5522 eV. The structure (SMILES) is Cc1cc(NC(=O)COC(=O)[C@H](C)NC(=O)c2ccccc2)no1. The largest force on an atom comes out at 1.23 eV/A. The HOMO-LUMO gap comes out at 9.36 eV.

A gas-phase ion, C4H6Cl3N4 (charge +1), computed with the ωB97M-V functional and the def2-TZVPD basis.

```
17
Properties=species:S:1:pos:R:3:forces:R:3
H -0.5845 0.7338 1.5381 -0.131 0.247 -1.241
H -0.7884 0.0632 -2.5234 2.085 0.385 0.631
C -0.7001 0.5428 -0.5599 -0.706 0.223 -0.984
H -2.5683 0.9384 -1.5799 1.467 -0.105 1.027
Cl 2.4644 1.5099 2.5036 -0.534 -0.448 0.094
C 0.0202 0.0030 -1.6978 -2.238 -1.455 -1.967
H -0.0703 -2.1791 -2.5263 0.001 0.251 0.442
C 0.1977 -1.6230 -1.6067 0.068 1.800 -1.072
N -1.9520 1.0065 -0.7350 -1.203 0.011 2.847
C 1.4502 0.0517 2.2160 0.373 0.218 0.127
N -0.0795 0.5832 0.6099 -2.082 0.607 1.800
Cl -0.0225 0.0380 3.2559 0.273 0.184 0.555
N 1.1098 0.1115 0.8128 1.216 -0.723 -0.566
Cl 2.3448 -1.4026 2.5660 0.049 0.087 -0.279
H 0.9600 0.5326 -1.8334 0.060 -0.298 -0.448
N 0.7037 -2.1097 -0.6205 0.396 -0.819 1.200
H -2.4852 1.1998 0.1806 0.905 -0.162 -2.166
```
Positions in Å, forces in eV/Å.

The value obtained for the energy is -1755.21255 Eh. As for the energy above the lowest of the compared OMol25 structures with the same formula, charge and spin: 1.7373 eV. The largest force on an atom comes out at 3.32 eV/A. As for the total charge: +1. The HOMO-LUMO gap (spin up / spin down) comes out at 7.79 / 8.78 eV.

Repeat the second record exactly.
A molecular structure, C8H10ClNNdO4, computed with the ωB97M-V functional and the def2-TZVPD basis.

```
25
Properties=species:S:1:pos:R:3:forces:R:3
H 0.3302 -0.9391 -2.7149 -0.089 0.101 0.538
C 0.0488 -1.3949 -1.7636 -0.224 -0.802 0.326
O 0.0236 0.0554 2.6837 -0.017 0.044 3.165
H -1.7458 1.8782 -1.6868 -0.008 0.451 0.176
Nd -0.0437 0.0204 0.5350 0.330 2.041 -2.341
C 0.7972 2.6140 -2.5670 -0.838 -0.664 1.077
C -0.9921 1.9692 -0.9080 -0.219 -1.374 0.823
C -1.2228 -2.2867 -0.0462 0.447 -0.344 -0.536
C -1.2845 -1.5460 -1.2692 0.580 -0.605 -0.023
H 0.5318 -3.1836 1.0518 -0.153 0.313 -0.250
H -1.2903 2.4522 0.0376 0.109 0.278 -0.491
H -2.1913 -1.2099 -1.7755 0.393 -0.008 0.286
C 0.9398 -2.0298 -0.8414 -0.839 -0.371 -0.297
H 2.0206 -2.1254 -0.9658 -0.410 0.140 0.134
H 1.8471 2.6169 -2.8442 -0.146 -0.094 -0.151
N 1.3759 1.5360 -0.4360 -1.103 0.432 -0.226
O -1.1835 0.6945 4.6303 0.503 -0.312 0.042
H -2.0793 -2.6125 0.5479 0.350 0.190 -0.140
O 1.2040 0.6894 4.6456 -0.571 -0.348 0.043
C 0.1532 -2.5895 0.2172 -0.272 -0.166 -0.545
H 2.3323 1.7098 -0.7442 -0.466 0.019 -0.050
H 0.0224 2.9435 -3.2516 0.274 0.240 -0.050
Cl 0.0118 0.0143 4.2268 0.072 0.057 -1.123
O 0.0051 -1.3749 4.5841 0.001 0.601 0.055
C 0.3895 2.0984 -1.3456 2.294 0.183 -0.443
```
Positions in Å, forces in eV/Å.

The value obtained for the energy is -1687.94022 Eh. The spin multiplicity is 4. The largest force on an atom comes out at 3.17 eV/A. As for the total charge: -1. The HOMO-LUMO gap (spin up / spin down) comes out at 5.85 / 5.87 eV.

What is the formula in the third record? C16H17N3O5

The highest largest force on an atom belongs to which entry? C6H12NO2

Look up the energy of the fourth one. -1755.21255 Eh